42
Properties=species:S:1:pos:R:3:mulliken_charge:R:1 method="wB97M-V/def2-TZVPD" smiles="CCOC(=O)[C@H]([N+]#N)[C@H](/C=C/c1ccc(Cl)cc1)c1ccc(Cl)cc1" lumo_ev=-6.023 total_charge=+1
C -0.895 0.799 -4.990 -1.23
C -1.283 1.648 -3.802 -0.19
O -0.732 1.074 -2.578 -0.19
C -0.978 1.882 -1.513 0.21
O -1.220 3.073 -1.677 -0.57
C -0.985 1.241 -0.117 0.30
N -2.010 2.283 0.755 0.30
N -2.026 3.057 1.586 -0.11
C 0.317 0.964 0.575 1.74
C 0.381 -0.542 0.757 -1.31
C 0.585 -1.368 -0.291 -0.10
C 0.593 -2.806 -0.177 0.64
C 0.899 -3.577 -1.316 -0.41
C 0.838 -4.964 -1.290 -0.70
C 0.471 -5.619 -0.101 0.35
Cl 0.357 -7.325 -0.068 -0.18
C 0.224 -4.875 1.064 -0.79
C 0.293 -3.482 1.030 -0.36
C 0.505 1.775 1.877 -1.13
C 1.014 3.074 1.785 0.17
C 1.200 3.848 2.932 -0.76
C 0.852 3.310 4.182 0.34
Cl 1.003 4.277 5.596 -0.17
C 0.402 1.989 4.289 -0.96
C 0.228 1.228 3.129 -0.10
H -1.315 1.252 -5.896 0.39
H 0.193 0.758 -5.120 0.32
H -1.301 -0.216 -4.908 0.33
H -0.912 2.675 -3.901 0.33
H -2.378 1.668 -3.688 0.30
H -1.637 0.346 -0.152 0.55
H 1.124 1.248 -0.124 0.65
H 0.193 -0.935 1.757 -0.10
H 0.752 -0.946 -1.286 0.34
H 1.178 -3.056 -2.231 0.38
H 1.062 -5.551 -2.175 0.41
H -0.024 -5.395 1.986 0.40
H 0.098 -2.914 1.940 0.34
H 1.284 3.464 0.802 0.40
H 1.602 4.854 2.868 0.43
H 0.185 1.573 5.265 0.43
H -0.139 0.209 3.222 0.34

=====

59
Properties=species:S:1:pos:R:3:mulliken_charge:R:1 method="wB97M-V/def2-TZVPD" smiles="NC(N)=O.NC(N)=O.NC(N)=O.NC(N)=O.CO.CO.O.O.O.O.O" lumo_ev=-0.303
N 10.643 9.368 16.169 -0.50
C 11.036 8.800 15.079 0.83
N 12.170 8.235 15.356 -0.38
O 10.474 8.831 14.060 -0.66
H 9.719 9.773 16.107 0.26
H 11.344 9.609 16.854 0.15
H 12.615 8.364 16.253 0.15
H 12.607 7.702 14.618 0.25
N 7.980 7.201 7.926 -0.27
C 7.016 7.346 7.036 0.48
N 6.021 7.970 7.614 -0.33
O 6.954 6.835 5.961 -0.67
H 8.121 7.849 8.688 0.27
H 8.651 6.551 7.543 0.12
H 6.128 8.235 8.583 0.21
H 5.246 8.230 7.022 0.19
N 10.085 6.129 13.300 -0.32
C 10.962 5.894 12.359 0.64
N 10.868 4.756 11.904 -0.33
O 11.753 6.675 11.919 -0.61
H 10.221 7.069 13.644 0.07
H 9.331 5.486 13.496 0.18
H 11.610 4.138 11.611 0.25
H 10.094 4.133 12.088 0.15
N 11.719 6.284 9.189 -0.01
C 12.753 5.668 8.656 0.58
N 13.755 5.561 9.536 -0.37
O 12.667 5.117 7.538 -0.72
H 10.880 6.293 8.627 -0.01
H 11.715 6.483 10.180 0.13
H 14.550 4.976 9.323 0.22
H 13.606 5.785 10.509 0.22
C 8.596 11.500 7.413 -0.09
O 7.650 12.063 6.472 -0.55
H 8.516 10.424 7.563 0.00
H 9.628 11.752 7.167 0.35
H 8.405 12.004 8.361 0.00
H 8.088 12.076 5.618 0.31
C 9.272 8.485 10.697 -0.13
O 8.403 9.277 9.840 -0.33
H 10.223 9.012 10.767 0.19
H 8.791 8.503 11.675 0.27
H 9.365 7.503 10.232 -0.02
H 8.022 10.010 10.330 0.06
O 10.102 11.579 12.948 -0.70
H 9.226 11.367 12.625 0.31
H 10.231 10.993 13.694 0.33
O 12.966 9.899 12.310 -0.65
H 12.277 9.291 12.576 0.33
H 13.643 9.805 12.981 0.28
O 11.150 11.391 10.459 -0.62
H 10.618 11.591 11.229 0.40
H 11.971 11.051 10.815 0.24
O 7.652 11.646 11.468 -0.68
H 7.488 12.399 10.900 0.28
H 6.853 11.121 11.407 0.29
O 5.499 9.681 10.942 -0.61
H 5.458 8.801 11.316 0.30
H 4.850 10.182 11.437 0.28

=====

10
Properties=species:S:1:pos:R:3:mulliken_charge:R:1 method="wB97M-V/def2-TZVPD" smiles="S=CC1=NSCS1" lumo_ev=-1.341 e_above_lowest_kcal_mol=43.7
S 0.762 -2.868 0.558 -0.14
C 0.342 -1.754 -0.624 -0.38
C 0.052 -0.299 -0.247 0.69
N 0.422 0.144 0.901 -0.39
S 0.195 1.854 1.093 -0.01
C -0.895 2.224 -0.404 -0.56
S -0.822 0.675 -1.392 -0.14
H 0.099 -2.129 -1.667 0.25
H -0.352 3.008 -1.039 0.30
H -1.848 2.512 -0.099 0.39